Record 1
The following is a DFT calculation (ωB97M-V/def2-TZVPD) of 6 unconnected molecules or ions with the total composition C35H57Br2ClF12O20S.

Geometry as ORCA input:
```
! RIJCOSX wB97M-V def2-TZVPD def2/J DEFGRID3
* xyz 0 1
C 5.6065 -1.9574 4.8970
C 5.1581 -0.5442 4.5156
O 3.8606 -0.4929 3.9448
C 3.7412 -1.1427 2.6919
C 3.2907 -0.1346 1.6243
O 2.1393 -0.5897 0.9041
C 2.3131 -1.3467 -0.2509
C 0.9800 -2.0681 -0.4414
C 0.9761 -3.4404 0.2245
C -0.4433 -3.8890 0.5301
F -1.2718 -3.6175 -0.5192
Br -1.1506 -2.9371 2.0695
C -0.5608 -5.4133 0.7435
F 0.0205 -6.0340 -0.2960
F -1.8409 -5.7745 0.7509
Br 0.2802 -6.0474 2.3629
O 3.3819 -2.2930 -0.0356
C 4.5366 -1.8170 -0.5591
O 5.6040 -2.2951 -0.3791
O 4.3037 -0.7125 -1.3037
C 2.8799 -0.5415 -1.4745
C 2.5163 0.9373 -1.3813
C 0.9978 1.1787 -1.2816
C 0.6004 2.0146 -0.0607
C -0.7834 2.6746 -0.2115
C -1.7033 2.4675 0.9709
F -0.9877 2.7078 2.1046
F -2.7102 3.3666 0.9652
C -2.3312 1.0613 1.2487
F -3.1401 1.1678 2.3035
F -1.3452 0.2062 1.5536
S -3.3344 0.2458 -0.1622
F -3.1700 -1.1619 0.5406
F -4.7097 0.4612 0.5823
F -3.5393 1.6461 -0.8966
F -1.9806 0.0097 -0.9765
F -4.1073 -0.4613 -1.3366
C 2.5412 -1.0810 -2.8809
Cl 2.6483 -2.8766 -2.9858
C 3.4216 -0.4797 -4.0014
C 4.6940 -1.2583 -4.3683
H 4.7366 -2.5951 5.0622
H 6.2265 -2.4137 4.1225
H 6.2072 -1.9352 5.8079
H 5.0989 0.0803 5.4085
H 5.8905 -0.0713 3.8477
H 4.6900 -1.6075 2.4065
H 2.9847 -1.9304 2.7590
H 2.9877 0.7796 2.1368
H 4.1085 0.1251 0.9501
H 0.2333 -1.4397 0.0539
H 0.6915 -2.1407 -1.4848
H 1.4520 -4.1858 -0.4115
H 1.5023 -3.3789 1.1775
H 3.0153 1.3664 -0.5117
H 2.9069 1.4735 -2.2438
H 0.6492 1.6950 -2.1820
H 0.4551 0.2322 -1.2494
H 1.3444 2.8009 0.0927
H 0.6404 1.3917 0.8334
H -0.6700 3.7603 -0.2767
H -1.2688 2.3549 -1.1300
H 1.4972 -0.8439 -3.0898
H 2.7866 -0.4265 -4.8879
H 3.7224 0.5250 -3.7122
H 5.3955 -0.5690 -4.8448
H 4.4885 -2.0591 -5.0767
H 5.1983 -1.6605 -3.4904
C -5.7928 1.7123 -2.8442
O -7.0020 2.0823 -3.5189
C -8.0307 2.3089 -2.7021
O -8.0057 2.2282 -1.5006
O -9.0896 2.6376 -3.4399
C -10.2707 2.9150 -2.6797
H -5.0573 1.5633 -3.6306
H -5.4669 2.5094 -2.1808
H -5.9392 0.7867 -2.2948
H -10.1096 3.7585 -2.0116
H -10.5668 2.0428 -2.1003
H -11.0425 3.1572 -3.4035
C 8.8584 -5.0987 7.5104
O 9.0807 -3.8282 6.8892
C 9.9892 -3.0696 7.5010
O 10.6058 -3.3669 8.4909
O 10.0975 -1.9231 6.8290
C 11.0494 -1.0071 7.3802
H 8.1039 -5.5913 6.9048
H 9.7749 -5.6852 7.5195
H 8.4973 -4.9683 8.5287
H 12.0452 -1.4458 7.3822
H 10.7711 -0.7315 8.3956
H 11.0245 -0.1352 6.7338
C -14.9932 5.6950 -0.1907
O -14.0034 4.7048 -0.4896
C -13.8002 3.8215 0.4887
O -14.3659 3.8035 1.5504
O -12.8634 2.9631 0.0875
C -12.5370 1.9516 1.0478
H -15.0449 6.3313 -1.0687
H -15.9584 5.2270 -0.0072
H -14.6997 6.2777 0.6802
H -13.4116 1.3453 1.2751
H -12.1553 2.4024 1.9615
H -11.7674 1.3434 0.5823
C -0.4876 5.8664 2.2762
O 0.3619 6.9825 1.9901
C 1.3415 6.6996 1.1350
O 1.5270 5.6325 0.6022
O 2.0807 7.7925 0.9612
C 3.1780 7.6291 0.0570
H -1.2546 6.2248 2.9553
H -0.9481 5.4993 1.3611
H 0.0806 5.0663 2.7458
H 2.8195 7.3560 -0.9336
H 3.8627 6.8654 0.4211
H 3.6750 8.5935 0.0235
C 1.0630 -5.0141 -5.1058
O 0.8069 -5.6563 -6.3603
C 1.7781 -5.4983 -7.2578
O 2.7944 -4.8725 -7.0952
O 1.4341 -6.1491 -8.3687
C 2.3974 -6.0632 -9.4235
H 0.1947 -5.2157 -4.4850
H 1.9587 -5.4247 -4.6431
H 1.1842 -3.9432 -5.2457
H 3.3470 -6.4924 -9.1099
H 2.5470 -5.0272 -9.7214
H 1.9807 -6.6345 -10.2472
*
```

Energy, eV: -274221.3821


Record 2
The following is a DFT calculation (ωB97M-V/def2-TZVPD) of a molecular structure, C50H31BrF7N4O5P2S3Ti.

Geometry as ORCA input:
```
! RIJCOSX wB97M-V def2-TZVPD def2/J DEFGRID3
* xyz -1 1
Ti 0.0354 1.2414 -0.1107
C -2.9174 6.5064 -2.0008
C -3.8912 5.8829 -1.2430
C -3.7606 4.5394 -0.9000
C -2.6463 3.8224 -1.3080
C -1.6629 4.4616 -2.0686
C -1.7998 5.7901 -2.4178
P -2.3209 2.0652 -0.9297
C -3.8115 1.4535 -0.0841
C -4.4906 0.3201 -0.5195
C -5.5642 -0.1788 0.2102
C -5.9576 0.4420 1.3842
C -5.2578 1.5508 1.8486
C -4.1828 2.0418 1.1287
C -2.3836 1.3899 -2.6075
C -3.5002 1.4143 -3.4030
C -3.4371 0.9377 -4.7242
C -2.2481 0.4767 -5.2191
C -1.0792 0.4601 -4.4260
C 0.1528 -0.0100 -4.9445
C 1.2477 -0.0553 -4.1399
C 1.1658 0.3725 -2.7930
C 0.0200 0.8788 -2.2358
C -1.1381 0.9125 -3.0840
H -3.0174 7.5524 -2.2608
H -4.7542 6.4398 -0.9000
H -4.5378 4.0666 -0.3158
H -0.7754 3.9161 -2.3730
H -1.0250 6.2756 -2.9964
H -4.1761 -0.1834 -1.4245
H -6.0908 -1.0550 -0.1466
H -6.8000 0.0576 1.9460
H -5.5358 2.0188 2.7846
H -3.6089 2.8735 1.5206
H -4.4336 1.8098 -3.0178
H -4.3241 0.9459 -5.3449
H -2.1839 0.1151 -6.2394
H 0.2043 -0.3258 -5.9802
H 2.1956 -0.4138 -4.5226
H 2.0700 0.2787 -2.2023
S 2.2051 2.4177 -0.7461
C 1.4670 3.8523 -0.1877
S -0.0215 3.5609 0.6429
C 1.9627 5.1212 -0.3796
C 3.2175 5.3275 -1.0289
N 4.2299 5.5044 -1.5499
C 1.2304 6.2764 0.0315
N 0.6475 7.2206 0.3435
F 5.0912 -6.9659 -2.2474
C 4.5063 -5.9375 -1.6359
C 4.7811 -5.6730 -0.3099
F 5.6283 -6.4549 0.3597
C 4.1622 -4.6039 0.3122
F 4.4561 -4.4319 1.6041
C 3.2720 -3.7628 -0.3408
P 2.4657 -2.3119 0.5278
C 1.7652 -3.2984 1.9142
C 2.0182 -3.1674 3.2742
C 1.3220 -3.9363 4.1959
C 0.3510 -4.8330 3.7762
C 0.0791 -4.9607 2.4204
C 0.7804 -4.1980 1.5010
C 4.0046 -1.4417 1.0120
C 4.8017 -1.6040 2.1422
C 5.9137 -0.8016 2.3357
C 6.2518 0.1740 1.4071
C 5.4767 0.3375 0.2706
C 4.3628 -0.4662 0.0820
C 2.9989 -4.0654 -1.6783
Br 1.7578 -3.0735 -2.6832
C 3.6079 -5.1353 -2.3129
F 3.3541 -5.4294 -3.5907
H 2.7163 -2.4253 3.6322
H 1.5351 -3.8218 5.2513
H -0.1984 -5.4206 4.5013
H -0.6825 -5.6506 2.0770
H 0.5549 -4.2978 0.4430
H 4.5714 -2.3582 2.8781
H 6.5127 -0.9301 3.2287
H 7.1131 0.8084 1.5741
H 5.7111 1.1079 -0.4524
H 3.7494 -0.3218 -0.8011
C -2.7956 -0.8731 3.1615
N -2.3691 -1.1884 1.8036
C -2.6449 -2.3979 1.2165
C -2.2530 -2.6890 -0.0286
C -1.4601 -1.7319 -0.8078
O -1.1255 -1.9377 -1.9566
N -1.1328 -0.5598 -0.1176
C -1.6266 -0.2984 1.1002
O -1.3861 0.8604 1.5405
H -2.8979 -1.8065 3.7115
H -3.7433 -0.3362 3.1510
H -2.0323 -0.2656 3.6367
H -3.2109 -3.0863 1.8298
H -2.4867 -3.6388 -0.4848
F 1.5446 2.8240 3.5829
C 0.6501 1.8550 3.7315
F 0.6539 1.4758 5.0242
F -0.5558 2.3317 3.4758
S 1.2304 0.3262 2.8235
O 0.3184 -0.7170 3.2042
O 2.5676 0.2841 3.3370
O 1.2467 0.5521 1.3313
*
```

Relative energy (zero: lowest compared OMol25 entry of this formula, charge and spin), kJ/mol: 0.0


Record 3
The following is a DFT calculation (ωB97M-V/def2-TZVPD) of C4H6O2 in the gas phase.

Geometry as ORCA input:
```
! RIJCOSX wB97M-V def2-TZVPD def2/J DEFGRID3
* xyz 0 1
C 1.6115 -0.1148 0.0743
C -0.5386 -1.0401 0.1054
C -1.4330 0.0640 0.0615
C -0.3991 1.1032 -0.2926
H 1.9532 -0.4855 1.0892
H 2.2751 0.0745 -0.7760
H -0.6467 -1.2986 1.1370
H -1.9402 0.1928 0.9448
H -2.1711 0.1311 -0.7312
H -0.2350 1.3694 -1.4132
O 0.6503 -1.0337 -0.4938
O 0.8735 1.0378 0.2947
*
```

Relative energy (zero: lowest compared OMol25 entry of this formula, charge and spin), kJ/mol: 623.3


Record 4
The following is a DFT calculation (ωB97M-V/def2-TZVPD) of a molecular structure, C8H10NS.

Geometry as ORCA input:
```
! RIJCOSX wB97M-V def2-TZVPD def2/J DEFGRID3
* xyz 1 1
C -2.8563 -1.0269 0.1346
C -2.6398 0.2942 -0.1666
C -1.8348 -1.9940 0.2452
C -1.3571 0.8230 -0.3878
C -0.5382 -1.7061 0.0627
C 1.7824 -0.9461 -0.8357
C 1.1118 0.3558 -0.3973
C 1.6301 0.8386 0.9599
N -0.2912 0.1027 -0.3191
S 1.0039 -2.3523 0.0705
H -3.8707 -1.3677 0.2781
H -3.4781 0.9653 -0.2549
H -2.1015 -3.0225 0.4516
H -1.2457 1.8749 -0.6384
H 1.6470 -1.1411 -1.9001
H 2.8440 -0.9573 -0.5971
H 1.3052 1.1168 -1.1642
H 1.0699 1.7089 1.2954
H 2.6776 1.1168 0.8727
H 1.5362 0.0545 1.7100
*
```

Relative energy (zero: lowest compared OMol25 entry of this formula, charge and spin), kJ/mol: 61.2